No. 1
104
Properties=species:S:1:pos:R:3 method="wB97M-V/def2-TZVPD" total_energy_ev=-81504.7669 total_charge=0 e_homo_ev=-7.82 orbital_gap_ev=8.06 mol_weight_g_mol=749.79 spin_multiplicity=1 lumo_ev=0.2
C -1.342 9.216 2.442
O -0.672 9.191 1.163
P -0.943 7.932 0.185
O -0.203 7.953 -1.137
O -0.694 6.619 1.128
C -0.422 5.353 0.543
O -2.536 7.863 0.080
C -3.163 6.970 -0.844
H -1.383 10.250 2.784
H -0.733 8.703 3.186
H -2.392 8.920 2.449
H -1.325 4.748 0.459
H 0.195 4.719 1.180
H 0.249 5.458 -0.309
H -3.644 7.528 -1.647
H -3.934 6.384 -0.344
H -2.515 6.243 -1.334
C 8.869 1.333 -3.754
O 7.624 1.993 -3.471
P 6.407 1.054 -2.896
O 5.220 1.802 -2.405
O 7.180 0.156 -1.814
C 6.477 -0.859 -1.171
O 6.083 0.063 -4.158
C 5.336 0.459 -5.286
H 9.381 1.596 -4.679
H 8.922 0.245 -3.807
H 9.581 1.466 -2.940
H 6.228 -0.444 -0.194
H 7.124 -1.737 -1.165
H 5.530 -1.172 -1.610
H 5.915 0.156 -6.158
H 5.106 1.522 -5.219
H 4.347 0.019 -5.410
C -6.645 2.174 0.957
C -5.920 0.957 0.839
C -6.525 0.232 -0.166
N -7.693 0.805 -0.474
C -7.748 2.034 0.120
H -6.379 2.986 1.618
H -5.077 0.588 1.404
H -6.293 -0.720 -0.621
H -8.426 0.468 -1.081
H -8.638 2.640 0.034
C 2.899 1.854 5.150
C 3.306 0.562 5.423
C 2.355 -0.140 6.113
N 1.393 0.793 6.463
C 1.735 2.026 5.930
H 3.451 2.530 4.514
H 4.187 0.165 4.941
H 2.296 -1.186 6.376
H 0.576 0.639 7.036
H 1.125 2.908 6.054
C -1.271 -2.363 0.357
C -0.551 -1.841 -0.772
C 0.477 -1.089 -0.184
N 0.404 -0.976 1.180
C -0.675 -1.771 1.499
H -2.135 -3.011 0.332
H -0.757 -2.025 -1.816
H 1.226 -0.534 -0.729
H 0.849 -0.362 1.848
H -1.033 -1.757 2.518
C 4.062 -7.380 0.108
C 3.060 -8.002 -0.628
C 2.041 -7.041 -0.911
N 2.281 -5.952 -0.146
C 3.474 -6.128 0.502
H 4.992 -7.755 0.509
H 3.098 -8.997 -1.046
H 1.228 -7.079 -1.621
H 1.718 -5.115 -0.208
H 3.751 -5.416 1.266
C -4.298 -7.299 -4.138
C -3.980 -8.639 -4.065
C -3.697 -8.962 -2.812
N -3.954 -7.886 -1.997
C -4.313 -6.871 -2.861
H -4.609 -6.837 -5.064
H -3.801 -9.260 -4.930
H -3.230 -9.853 -2.420
H -3.711 -7.761 -1.024
H -4.413 -5.866 -2.479
C -0.260 2.357 -5.869
C 0.400 3.671 -5.775
C 0.375 4.108 -7.066
N -0.117 3.175 -7.901
C -0.490 2.072 -7.208
H -0.396 1.675 -5.043
H 0.867 4.178 -4.944
H 0.810 5.029 -7.425
H -0.121 3.277 -8.906
H -0.845 1.135 -7.612
C -3.759 -1.826 7.373
C -2.814 -2.834 7.432
C -2.218 -2.775 8.689
N -2.696 -1.730 9.435
C -3.564 -1.115 8.535
H -4.363 -1.588 6.510
H -2.665 -3.627 6.715
H -1.544 -3.543 9.036
H -2.567 -1.578 10.425
H -4.125 -0.248 8.853

***

No. 2
19
Properties=species:S:1:pos:R:3 method="wB97M-V/def2-TZVPD" total_energy_ev=-11850.8129 relative_energy_kcal_mol=113.6 total_charge=0 e_homo_ev=-9.14 orbital_gap_ev=9.90 mol_weight_g_mol=121.14 spin_multiplicity=1 lumo_ev=0.8
C 1.417 1.278 -0.175
N 0.991 -0.121 -0.201
N 1.000 -0.719 -1.495
C -0.434 -0.668 0.753
C -1.061 0.527 1.442
O 0.320 -1.489 1.463
N -1.332 -1.330 -0.128
O -1.855 -0.433 -1.128
H 0.711 1.904 -0.729
H 2.408 1.379 -0.626
H 1.464 1.624 0.856
H 1.283 -0.928 0.671
H 0.433 -0.160 -2.129
H 1.954 -0.757 -1.839
H -1.919 0.162 2.008
H -0.352 0.962 2.142
H -1.399 1.281 0.733
H -0.821 -2.048 -0.635
H -2.808 -0.464 -0.983

***

No. 3
26
Properties=species:S:1:pos:R:3 method="wB97M-V/def2-TZVPD" total_energy_ev=-11528.9787 relative_energy_kcal_mol=161.6 total_charge=0 e_homo_ev="-6.91 / -6.71" orbital_gap_ev="7.76 / 7.21" mol_weight_g_mol=140.23 spin_multiplicity=1 lumo_ev="0.9 / 0.5"
C 0.287 0.474 -0.245
C -1.145 -1.464 -0.177
C -0.597 1.395 -1.027
C 2.857 -0.741 -1.539
C -2.167 0.874 2.036
N 0.021 -0.715 0.254
C 1.389 -0.799 -1.806
C -0.724 0.545 1.939
C 0.215 0.670 2.857
N 0.758 -1.353 -2.725
H 1.205 0.930 0.121
H 1.329 -1.845 -3.434
H -1.410 -2.167 0.613
H -0.868 -2.043 -1.063
H -2.014 -0.849 -0.418
H -0.086 1.650 -1.960
H -1.559 0.961 -1.291
H -0.753 2.318 -0.463
H 3.057 -1.104 -0.529
H 3.429 -1.343 -2.259
H 3.208 0.293 -1.596
H -2.449 1.660 1.329
H -2.443 1.214 3.046
H -2.788 0.002 1.809
H 1.249 0.397 2.666
H -0.002 1.040 3.864